1.
An isolated molecule of C10H7NO2, computed with wB97M-V/def2-TZVPD.

```
! RIJCOSX wB97M-V def2-TZVPD def2/J DEFGRID3
* xyz 0 1
C 1.93028 0.32212 0.77145
C 1.32595 0.09942 2.04017
C -0.80979 -0.21208 1.05478
C -2.14605 -0.46283 1.27377
C -2.95352 -0.41131 0.10364
C -2.43438 -0.25446 -1.17554
C -1.03990 -0.05670 -1.35031
C -0.19417 0.01422 -0.25305
C 1.22414 0.34215 -0.42297
C 1.98544 0.42198 -1.65916
H 3.53323 0.62227 -0.10775
H 1.98369 0.16008 2.97297
H -2.66692 -0.60107 2.22505
H -4.09153 -0.56472 0.20824
H -3.20225 -0.22127 -1.94104
H -0.59381 -0.04567 -2.29593
H 1.54204 0.26463 -2.72072
N 0.07539 -0.17021 2.16333
O 3.29652 0.36184 0.80224
O 3.23565 0.39162 -1.68918
*
```

The value obtained for the HOMO energy is -8.8337 eV. The energy above the lowest of the compared OMol25 structures with the same formula, charge and spin comes out at 82.0 kJ/mol. As for the SMILES: O=Cc1c(O)cnc2ccccc12. The HOMO-LUMO gap comes out at 7.9703 eV. The molar mass comes out at 173.17 g mol⁻¹. The value obtained for the electronic energy is -16067.5532 eV.

=====

2.
An isolated molecule of C10H18N2O3, computed with wB97M-V/def2-TZVPD.

```
! RIJCOSX wB97M-V def2-TZVPD def2/J DEFGRID3
* xyz 0 1
C 1.29000 0.32270 0.21037
C 0.64026 -0.56626 -0.77035
C 2.15499 1.45308 -0.40683
C 3.57348 0.81171 -0.65404
C 3.72961 -0.09934 0.51938
C -1.81913 0.29867 -0.62526
C -1.68970 1.86678 -0.17389
C -2.62072 -0.59528 0.35691
C -2.98977 -1.82117 -0.38043
C -1.57972 -0.75804 1.51486
H 2.28066 -1.35622 1.15365
H 0.60284 0.76900 1.08050
H 2.27825 2.21165 0.27674
H 1.65754 1.92691 -1.25276
H 4.31406 1.63168 -0.54188
H 3.66383 0.23325 -1.60021
H 4.22258 -1.09079 0.21811
H 4.42010 0.33279 1.25598
H -1.01167 -1.30956 -1.52357
H -2.45415 0.43660 -1.52529
H -3.50010 -0.24889 0.70112
H -3.85904 -2.35606 0.11565
H -2.06311 -2.51102 -0.45501
H -3.33438 -1.71735 -1.40150
H -0.76034 -1.35332 1.14409
H -1.15375 0.13988 1.96357
H -1.94874 -1.42267 2.33224
H -3.51721 1.96814 -0.15777
N 2.35590 -0.34697 0.98530
N -0.68895 -0.40428 -1.07276
O 1.24244 -1.55730 -1.16660
O -0.63718 2.53119 0.01390
O -2.79888 2.58048 -0.13423
*
```

The value obtained for the HOMO energy is -8.2240 eV. The energy above the lowest of the compared OMol25 structures with the same formula, charge and spin comes out at 281.8 kJ/mol. As for the SMILES: CC(C)[C@H](NC(=O)[C@@H]1CCCN1)C(=O)O. The HOMO-LUMO gap comes out at 8.4896 eV. The molar mass comes out at 214.26 g mol⁻¹. The value obtained for the electronic energy is -19782.9674 eV.

=====

3.
A cluster of 2 separate species, C5H10Cl3O3P in total, computed with wB97M-V/def2-TZVPD.

```
! RIJCOSX wB97M-V def2-TZVPD def2/J DEFGRID3
* xyz 0 1
C 0.90518 -1.47042 1.24342
C -0.45685 -1.67955 0.51980
P -1.15831 -0.03585 -0.03010
C -2.81001 -0.56664 -0.74077
O -0.27007 0.64957 -1.30481
C 0.24472 -0.13516 -2.25474
O 0.08973 -1.28832 -2.43485
O 1.02820 0.56495 -3.11983
H 1.53714 -2.35659 1.22738
H 1.39916 -0.61854 0.77110
H 0.68989 -1.18480 2.27369
H -0.41908 -2.42637 -0.27606
H -1.20023 -2.03120 1.24612
H -3.47926 0.28922 -0.78686
H -3.16558 -1.33032 -0.04772
H -2.62781 -0.98591 -1.73522
H 1.41106 1.28481 -2.59129
C 1.61794 2.77275 1.60715
Cl 0.19869 1.74542 1.86528
Cl 2.78217 2.59101 2.92554
Cl 2.39130 2.40714 0.05802
H 1.29202 3.80483 1.58477
*
```

The value obtained for the HOMO energy is -8.3983 eV. The energy above the lowest of the compared OMol25 structures with the same formula, charge and spin comes out at 62.4 kJ/mol. As for the SMILES: CCP(C)OC(=O)O.ClC(Cl)Cl. The HOMO-LUMO gap comes out at 8.8941 eV. The molar mass comes out at 255.47 g mol⁻¹. The value obtained for the electronic energy is -58345.9091 eV.

=====

Please write out number 1 again, unchanged.
An isolated molecule of C10H7NO2, computed with wB97M-V/def2-TZVPD.

```
! RIJCOSX wB97M-V def2-TZVPD def2/J DEFGRID3
* xyz 0 1
C 1.93028 0.32212 0.77145
C 1.32595 0.09942 2.04017
C -0.80979 -0.21208 1.05478
C -2.14605 -0.46283 1.27377
C -2.95352 -0.41131 0.10364
C -2.43438 -0.25446 -1.17554
C -1.03990 -0.05670 -1.35031
C -0.19417 0.01422 -0.25305
C 1.22414 0.34215 -0.42297
C 1.98544 0.42198 -1.65916
H 3.53323 0.62227 -0.10775
H 1.98369 0.16008 2.97297
H -2.66692 -0.60107 2.22505
H -4.09153 -0.56472 0.20824
H -3.20225 -0.22127 -1.94104
H -0.59381 -0.04567 -2.29593
H 1.54204 0.26463 -2.72072
N 0.07539 -0.17021 2.16333
O 3.29652 0.36184 0.80224
O 3.23565 0.39162 -1.68918
*
```

The value obtained for the HOMO energy is -8.8337 eV. The energy above the lowest of the compared OMol25 structures with the same formula, charge and spin comes out at 82.0 kJ/mol. As for the SMILES: O=Cc1c(O)cnc2ccccc12. The HOMO-LUMO gap comes out at 7.9703 eV. The molar mass comes out at 173.17 g mol⁻¹. The value obtained for the electronic energy is -16067.5532 eV.

=====

- Which value of HOMO does entry 1 give?
  -8.8337 eV